Entry 1:
68
Properties=species:S:1:pos:R:3:lowdin_charge:R:1 method="wB97M-V/def2-TZVPD" total_charge=-1 gap_ev=7.36 spin_multiplicity=1 e_lumo_ha=0.0948
Mg -0.79320 0.15664 -0.91645 0.4172
O 0.74413 0.37225 -2.38792 -0.1036
C 0.09128 0.30334 -3.66828 -0.1735
C -0.91704 -0.83731 -3.62437 -0.1408
N -1.95997 -0.58719 -2.61643 -0.1994
C -2.90730 0.45214 -3.03297 -0.0809
C -2.54335 1.84502 -2.45425 -0.6506
O -3.22863 2.79758 -2.80913 0.0073
O -1.55406 1.84480 -1.63875 -0.0815
C -2.54224 -1.84373 -2.12750 -0.0912
C -1.55422 -2.56728 -1.18108 -0.6452
O -1.68612 -3.77474 -1.02658 0.0168
O -0.70024 -1.78829 -0.61600 -0.1490
H 0.63083 1.25150 -1.98224 0.0866
H 0.83939 0.09690 -4.43240 0.1214
H -0.38942 1.25277 -3.90312 0.1253
H -0.37659 -1.74008 -3.33213 0.1376
H -1.34733 -0.99561 -4.62095 0.1282
H -3.90691 0.20519 -2.67660 0.1213
H -2.96556 0.54250 -4.12154 0.1237
H -2.84659 -2.52321 -2.92910 0.1250
H -3.41875 -1.60075 -1.52362 0.1118
Te 2.17910 -1.01594 0.74260 1.4962
C 4.05722 -1.99465 1.21248 -0.5140
C 4.43601 -2.20982 2.53682 -0.1594
C 5.67860 -2.75197 2.85126 -0.1109
C 6.56646 -3.08953 1.83851 -0.1169
C 6.20091 -2.88734 0.51218 -0.1070
C 4.95721 -2.34824 0.20635 -0.1470
C 3.37296 0.71563 0.44632 -0.5004
C 3.87088 1.44274 1.52589 -0.1421
C 4.60957 2.60226 1.32151 -0.1023
C 4.86187 3.05010 0.03101 -0.1100
C 4.37934 2.32574 -1.05155 -0.0956
C 3.63962 1.16542 -0.84508 -0.1336
H 3.74908 -1.94557 3.33372 0.0809
H 5.95540 -2.90568 3.88786 0.0916
H 7.53765 -3.50461 2.07980 0.0899
H 6.88682 -3.15136 -0.28433 0.0926
H 4.68005 -2.19563 -0.83134 0.0894
H 3.67590 1.09809 2.53502 0.0955
H 4.97884 3.16291 2.17279 0.0945
H 5.42662 3.96037 -0.12944 0.0912
H 4.57899 2.66294 -2.06189 0.0948
H 3.25390 0.60902 -1.69114 0.0845
C -4.22834 1.44121 2.60199 -0.0467
C -4.59358 0.23865 1.72856 -0.6393
C -4.33117 -1.06133 2.48319 -0.0476
C -6.05885 0.31906 1.31895 -0.0548
N -3.83433 0.20902 0.46428 -0.0400
N -2.42271 0.14188 0.58373 0.0224
H -4.78556 1.41705 3.54277 0.0827
H -4.46137 2.37714 2.08658 0.0855
H -3.16505 1.44412 2.85499 0.0716
H -5.06247 -1.18738 3.28444 0.0804
H -3.33674 -1.06941 2.93520 0.0792
H -4.40634 -1.91171 1.80157 0.0899
H -6.70813 0.25303 2.19437 0.0804
H -6.30000 -0.49825 0.63660 0.0834
H -6.26701 1.26447 0.80953 0.0816
H -4.03220 1.04906 -0.06978 0.1185
H -2.15456 -0.77023 0.94353 0.0981
H -2.03572 0.84384 1.21388 0.0823
C 0.39746 1.99295 1.19074 -0.2630
O 0.34820 0.86881 0.38142 -0.5371
H 1.33418 2.55613 1.07198 0.0625
H 0.32751 1.72959 2.26047 0.0686
H -0.42429 2.69498 0.96310 0.0732

=====

Entry 2:
110
Properties=species:S:1:pos:R:3:lowdin_charge:R:1 method="wB97M-V/def2-TZVPD" smiles="O=C1OC[C@@H](F)O1.O=C1OC[C@@H](F)O1.O=C1OC[C@@H](F)O1.O=C1OC[C@@H](F)O1.O=C1OC[C@@H](F)O1.O=S1(=O)CCCC1.O=S1(=O)CCCC1.O=S1(=O)CCCC1.O=S1(=O)CCCC1" total_charge=0 gap_ev=9.78 spin_multiplicity=1 e_lumo_ha=0.0006
O -2.25770 -0.51736 1.20099 0.1557
C -1.47614 -0.68840 0.32334 -0.5164
O -1.79781 -0.50408 -0.98775 0.0946
C -0.63759 -0.83993 -1.71050 -0.0811
C 0.51148 -0.70523 -0.74170 -0.2917
F 1.17176 0.49514 -0.80935 0.0627
O -0.13307 -0.77547 0.51381 0.1388
H -0.76220 -1.77988 -2.25259 0.1330
H -0.36971 -0.19393 -2.54592 0.1130
H 1.21521 -1.53659 -0.78343 0.1269
O 4.78077 -1.57242 0.92391 0.1788
C 4.55046 -1.22560 -0.18275 -0.5637
O 3.38884 -0.74182 -0.60990 0.0423
C 3.56266 -0.14344 -1.90855 -0.0399
C 4.63568 -1.10061 -2.40407 -0.2988
F 5.43105 -0.55111 -3.36920 0.0635
O 5.42975 -1.27996 -1.24034 0.1325
H 2.72195 -0.19694 -2.59636 0.1215
H 3.92713 0.87704 -1.81824 0.1253
H 4.22845 -2.01869 -2.83558 0.1477
O -1.25300 2.84038 -0.93981 0.1707
C -0.93486 2.89951 -2.08692 -0.5751
O -0.14657 3.84437 -2.57464 0.0902
C 0.18060 3.55778 -3.93199 -0.0335
C -0.43680 2.15626 -4.12811 -0.2688
F 0.46549 1.15115 -3.99517 0.0651
O -1.37367 2.08731 -3.06139 0.1293
H -0.30983 4.23123 -4.63617 0.1391
H 1.25623 3.63133 -4.07212 0.1239
H -0.90036 2.10192 -5.11178 0.1690
O -7.64162 1.47070 -2.08853 0.1660
C -6.58828 1.47336 -1.53331 -0.5627
O -5.65421 2.41579 -1.72882 0.0835
C -4.46334 2.07866 -1.02556 -0.0450
C -4.99621 1.08657 0.00269 -0.3053
F -5.34061 1.64932 1.19100 0.0666
O -6.14030 0.57375 -0.63274 0.1407
H -3.66249 1.64371 -1.61815 0.1228
H -4.12162 2.95770 -0.48047 0.1362
H -4.24988 0.32178 0.21077 0.1418
O 0.02520 -3.77892 -0.31271 0.1948
C 1.03844 -4.35373 -0.12693 -0.5830
O 1.16677 -5.68368 -0.01838 0.0701
C 2.52725 -6.03562 0.31543 -0.0119
C 3.26365 -4.70546 0.07867 -0.2779
F 4.07140 -4.66190 -1.02678 0.0604
O 2.23976 -3.78802 -0.10681 0.1445
H 2.47221 -6.31963 1.36691 0.1399
H 2.81177 -6.92566 -0.23935 0.1381
H 3.91205 -4.43632 0.91261 0.1694
O 0.36827 -2.84000 -5.26539 -0.3150
S 1.34249 -3.28733 -4.30566 0.7124
O 1.76635 -2.43030 -3.20209 -0.3219
C 0.74822 -4.91067 -3.63883 -0.1788
C 1.91761 -5.88863 -3.71434 -0.1963
C 3.21854 -5.22354 -4.20381 -0.2154
C 2.82362 -4.05746 -5.06781 -0.2126
H 0.04332 -5.33327 -4.35139 0.1037
H 0.27258 -4.64491 -2.69718 0.0840
H 2.07296 -6.37532 -2.75031 0.1015
H 1.72843 -6.65784 -4.46059 0.1139
H 3.77891 -5.97731 -4.76202 0.1168
H 3.96692 -4.97125 -3.44916 0.0984
H 2.44017 -4.31962 -6.05569 0.1092
H 3.50641 -3.21540 -5.18460 0.1036
O 3.18137 5.69813 -1.93932 -0.3100
S 3.30883 4.32816 -1.51305 0.7000
O 3.13461 3.23582 -2.47116 -0.3503
C 4.85940 4.06937 -0.59659 -0.2295
C 4.52620 3.26196 0.65793 -0.1995
C 3.27074 4.00192 1.17703 -0.1940
C 2.32434 3.89141 -0.03529 -0.2146
H 5.23826 5.03415 -0.25266 0.1052
H 5.63722 3.69589 -1.26302 0.1047
H 4.24577 2.23191 0.43633 0.1055
H 5.33225 3.27018 1.38905 0.1174
H 3.46707 5.00765 1.54578 0.1202
H 2.77294 3.50052 2.00950 0.1041
H 1.38356 4.44375 -0.01929 0.1054
H 2.02562 2.84732 -0.13531 0.0855
O -2.69594 2.70853 1.86987 -0.3262
S -1.54579 3.31728 2.50497 0.6976
O -0.96463 4.57315 2.04596 -0.3405
C -1.89172 3.70302 4.26545 -0.2143
C -1.00722 2.84183 5.14107 -0.1946
C 0.20157 2.41392 4.27169 -0.2157
C -0.26847 2.07931 2.87447 -0.2096
H -2.95593 3.64509 4.49088 0.0963
H -1.63325 4.75744 4.36409 0.0960
H -0.65683 3.30532 6.05805 0.1180
H -1.60178 1.94966 5.35106 0.0973
H 0.81728 1.60656 4.66736 0.1163
H 0.85420 3.29416 4.25713 0.1116
H -0.88219 1.17826 2.81653 0.0909
H 0.42730 2.21445 2.04793 0.0916
O -4.74240 1.71393 5.78266 -0.3362
S -4.39721 0.30616 5.69214 0.6794
O -3.28092 -0.18840 6.47742 -0.3452
C -5.80806 -0.84622 6.01420 -0.1946
C -6.16468 -1.45868 4.63904 -0.1939
C -4.89186 -1.46921 3.73282 -0.1984
C -4.24208 -0.13616 3.95826 -0.2579
H -6.59311 -0.27645 6.50559 0.0960
H -5.39961 -1.55200 6.73355 0.0927
H -6.52863 -2.48219 4.72763 0.1062
H -6.97003 -0.91803 4.14255 0.1132
H -5.05672 -1.57080 2.66224 0.1154
H -4.20830 -2.25185 4.06652 0.1193
H -4.76823 0.69054 3.47466 0.0978
H -3.18585 -0.01825 3.71599 0.0940

=====

Entry 3:
15
Properties=species:S:1:pos:R:3:lowdin_charge:R:1 method="wB97M-V/def2-TZVPD" total_charge=-1 gap_ev=8.11 spin_multiplicity=1 e_lumo_ha=0.1533
C 0.00374 1.93285 0.80339 -0.1590
C -1.56774 1.80616 0.94230 -0.1668
H 0.24281 2.98275 0.69508 0.0373
H 0.41484 1.64738 1.77788 0.0483
H 0.26504 1.22763 0.00758 0.0176
H -1.85168 1.37563 1.90371 0.0420
H -1.97035 1.20332 0.13555 0.0484
H -1.93590 2.83620 0.94151 0.0385
C 1.09611 -2.71196 -0.63811 -0.0516
C 0.69427 -1.48216 -1.53543 -0.7757
O 0.98323 -1.50962 -2.74664 -0.1002
O 0.20133 -0.50613 -0.90955 -0.1181
H 2.14738 -2.79599 -0.87785 0.0496
H 0.44020 -3.54928 -0.88306 0.0475
H 0.83671 -2.45679 0.38363 0.0423

=====

Entry 4:
9
Properties=species:S:1:pos:R:3:lowdin_charge:R:1 method="wB97M-V/def2-TZVPD" smiles="N#[N+][O-].N#CSON=O" total_charge=0 gap_ev=8.56 spin_multiplicity=1 e_lumo_ha=-0.0618
N 3.97262 1.73351 0.66907 0.2483
N 2.87072 1.71666 0.56980 -0.3045
O 1.71715 1.72999 0.45486 0.0064
N -1.34212 -2.81320 0.87941 0.1006
C -1.03591 -1.69200 0.80633 -0.6396
S -0.33775 -0.13788 0.63457 1.0023
O -1.17887 0.46413 -0.91787 -0.3032
N -2.05831 -0.00013 -1.62529 -0.1955
O -2.60754 -1.00109 -1.47089 0.0852

=====

Let's list max |F| in order: 0.0179, 0.0456, 0.0396, 0.1065 Eh/bohr.
Let's list energy in order: -53901.61038, -136929.41837, -8389.97744, -23967.94547 eV.
Let's list energy above the lowest of the compared OMol25 structures with the same formula, charge and spin in order: 19.8, 0.0, 11.9, 0.0 kcal/mol.